# 1
{"formula": "C5H8S", "method": "ωB97M-V/def2-TZVPD", "symbols": ["C", "C", "C", "C", "C", "S", "H", "H", "H", "H", "H", "H", "H", "H"], "positions_angstrom": [[0.252469, 0.495122, 0.323557], [-0.913310, 0.083540, 0.723630], [1.198033, -0.724042, 0.136831], [-2.285495, 0.353082, 1.162016], [1.641378, -0.541014, -1.291125], [-0.115927, -2.046300, 0.330142], [0.464514, 1.484284, 0.072804], [1.850971, -0.890391, 0.905755], [-2.819513, -0.368165, 0.695653], [-2.573564, 1.445916, 0.738886], [-2.299455, 0.169566, 2.243124], [2.494889, 0.007795, -1.425766], [0.859358, -0.199706, -1.827821], [1.932423, -1.425423, -1.666689]], "forces_ev_per_a": [[0.8, -2.1, 1.2], [0.6, -3.4, -0.3], [-3.7, 2.1, -2.3], [2.0, 3.6, 0.0], [0.7, -1.0, 2.8], [-1.1, 2.8, 0.8], [0.7, 1.7, -0.2], [2.1, 0.0, 1.6], [-2.4, -2.0, -1.4], [0.4, -2.4, 1.4], [-0.4, 0.7, -0.2], [2.0, 2.2, 0.0], [-2.5, 1.2, -1.9], [0.8, -3.5, -1.6]], "nbo_charge": [-0.298, 0.198, -0.281, -0.696, -0.611, -0.090, 0.210, 0.217, 0.240, 0.236, 0.246, 0.208, 0.210, 0.211], "e_lumo_ev": 0.12, "energy_ev": -16146.2146, "orbital_gap_ev": 8.434, "relative_energy_kcal_mol": 78.93}

***

# 2
{"formula": "C5H8S", "method": "ωB97M-V/def2-TZVPD", "symbols": ["C", "C", "C", "C", "C", "S", "H", "H", "H", "H", "H", "H", "H", "H"], "positions_angstrom": [[-0.814433, -1.007499, 0.076147], [1.413336, 0.342481, -0.584199], [-1.456507, 0.435956, 0.310272], [-1.396906, -0.101816, -1.056525], [2.099105, 1.160497, 0.185895], [0.992478, -1.266267, -0.044161], [-1.159266, -2.000582, 0.321098], [-2.248345, 0.505445, 0.961546], [-0.686054, 1.140890, 0.531479], [-0.816625, 0.350444, -1.727706], [-2.202398, -0.623008, -1.496936], [2.522854, 2.079106, -0.167774], [2.389226, 0.658183, 1.217690], [1.363534, -1.673824, 1.473179]], "forces_ev_per_a": [[0.2, 2.0, -0.7], [-1.0, -3.2, 1.2], [2.5, -2.2, -0.4], [-1.9, -3.0, 3.1], [2.1, 1.1, 2.7], [-0.2, -0.6, 0.0], [-1.2, 0.2, 0.0], [-2.1, -0.1, 0.9], [0.4, 0.5, 0.0], [2.6, 1.7, -2.4], [-1.2, 0.0, -0.3], [0.5, 0.2, 0.3], [-0.6, 1.6, -1.9], [-0.2, 1.8, -2.3]], "mulliken_spin": [0.125, 0.861, 0.002, 0.049, 0.487, 0.238, -0.031, 0.001, 0.007, -0.020, 0.000, 0.027, 0.078, 0.177], "e_lumo_ev": [0.11, -1.66], "energy_ev": -16140.4330, "orbital_gap_ev": [4.212, 7.424], "relative_energy_kcal_mol": 154.02, "spin_multiplicity": 3}

***

# 3
{"formula": "C5H8S3", "method": "ωB97M-V/def2-TZVPD", "symbols": ["C", "C", "C", "S", "C", "C", "S", "S", "H", "H", "H", "H", "H", "H", "H", "H"], "positions_angstrom": [[-0.889689, -1.041367, 1.085188], [-0.052506, -0.207488, 0.250218], [-0.564927, 1.234163, 0.084623], [-0.333516, 2.321275, 1.508129], [0.151463, -0.725608, -1.153130], [1.664143, -0.114251, -1.231610], [2.748765, -0.477626, -2.289813], [1.755965, 0.006249, 0.624082], [-1.913837, -1.318539, 0.591781], [-1.348509, -0.185798, 1.933112], [-0.405386, -2.091806, 1.699082], [-0.006217, 1.613222, -0.993318], [-1.556600, 1.180582, -0.385306], [1.150036, 1.820430, 1.466946], [0.115039, -1.878585, -1.262504], [-0.514223, -0.134852, -1.927481]], "forces_ev_per_a": [[-3.4, -1.0, 5.2], [0.7, 1.0, -1.0], [1.0, 0.8, -3.5], [2.4, -1.2, -0.8], [0.9, 1.3, -2.1], [-2.3, -3.1, 2.3], [1.4, 0.6, -1.3], [-0.1, -0.3, -1.5], [2.1, 0.2, 0.5], [1.5, -2.9, -1.6], [-1.4, 3.5, -2.1], [-0.9, -0.4, 3.2], [-0.4, 0.2, 1.0], [-2.7, 1.2, 0.3], [0.3, 2.1, 0.0], [1.0, -1.7, 1.4]], "nbo_charge": [-0.660, -0.188, -0.568, -0.064, -0.479, -0.295, 0.170, 0.261, 0.238, 0.236, 0.251, 0.216, 0.242, 0.157, 0.254, 0.229], "e_lumo_ev": -0.74, "energy_ev": -37816.3557, "orbital_gap_ev": 8.105, "relative_energy_kcal_mol": 87.91}

***

# 4
{"formula": "C5H8Si", "method": "ωB97M-V/def2-TZVPD", "symbols": ["C", "C", "C", "C", "C", "Si", "H", "H", "H", "H", "H", "H", "H", "H"], "positions_angstrom": [[-0.061196, 0.956441, -0.083049], [1.261138, 1.134543, -0.022927], [0.073327, -1.329402, -0.053196], [-0.713246, -0.279202, 0.056195], [-2.171777, -0.076428, 0.057052], [2.344086, -0.388154, 0.083417], [-0.785451, 1.880930, -0.115673], [1.749575, 2.134962, -0.309669], [-0.157614, -2.319752, -0.092310], [-2.779037, -0.901253, -0.122247], [-2.564209, 0.778395, -0.484486], [-2.618815, 0.145150, 0.953005], [3.133343, -1.008843, -1.003556], [3.289878, -0.727382, 1.137438]], "forces_ev_per_a": [[-6.3, 1.3, 0.3], [6.6, 1.4, -0.7], [6.5, -1.4, 0.6], [-1.7, 6.6, -0.8], [-0.6, -0.2, -0.6], [-3.6, -1.4, -0.5], [1.7, -1.7, 0.0], [-1.0, -1.5, 0.6], [-0.7, -2.5, -0.3], [-0.7, -1.9, -1.3], [0.6, -0.1, -0.8], [-0.2, 0.8, 3.2], [-0.3, 0.4, -0.5], [-0.1, 0.3, 0.9]], "mulliken_spin": [0.248, 0.614, 0.683, 0.265, -0.021, 0.076, 0.016, 0.002, 0.026, 0.004, 0.012, 0.033, 0.015, 0.026], "e_lumo_ev": [0.65, -2.07], "energy_ev": -13185.3682, "orbital_gap_ev": [6.350, 6.962], "spin_multiplicity": 3}

***

# 5
{"formula": "C5H9AgClNO4", "method": "ωB97M-V/def2-TZVPD", "symbols": ["Ag", "Cl", "C", "N", "O", "O", "H", "H", "H", "O", "C", "O", "C", "C", "C", "H", "H", "H", "H", "H", "H"], "positions_angstrom": [[4.678806, -3.447186, -1.222761], [3.857866, -1.380876, 1.619089], [0.515976, 1.885564, 4.217349], [0.271336, 3.348184, 4.347489], [-0.668434, 3.771114, 3.707089], [0.924536, 3.959434, 5.206699], [1.371906, 1.603624, 3.604149], [-0.420694, 1.380064, 3.982359], [0.718936, 1.545324, 5.232799], [1.485306, -2.170386, -2.704701], [0.349466, -1.687926, -2.723001], [-0.572344, -2.137426, -3.635651], [-1.843804, -1.466126, -3.427221], [-1.713264, -0.756676, -2.063871], [-0.212754, -0.509136, -1.876771], [-2.753934, -2.040236, -3.600901], [-1.934504, -0.700526, -4.197761], [-2.094294, -1.333876, -1.221391], [-2.247004, 0.191694, -2.001951], [0.258246, -0.498656, -0.893841], [0.028656, 0.444034, -2.347191]], "forces_ev_per_a": [[-0.4, 0.3, 0.0], [0.1, -0.2, -0.2], [0.0, -0.9, 1.3], [0.0, 0.2, 1.3], [0.5, 0.5, 0.0], [-0.8, -0.7, -1.7], [-0.3, 0.5, -0.2], [0.2, 0.4, -0.7], [0.4, 0.2, 0.0], [-2.0, 0.8, 0.3], [1.6, -0.3, -0.8], [0.1, 0.2, 1.4], [0.3, 1.7, 0.0], [-0.3, 0.2, 1.1], [0.1, -1.2, -1.3], [0.6, -0.9, 0.5], [0.3, 0.2, -0.2], [-0.1, -0.4, -0.2], [-0.2, -0.1, -0.4], [-0.5, -0.2, 0.1], [0.4, -0.1, -0.3]], "mulliken_spin": [-0.002, 1.002, 0.000, 0.000, 0.000, 0.000, 0.000, 0.000, 0.000, 0.000, 0.000, 0.000, 0.000, 0.000, 0.000, 0.000, 0.000, 0.000, 0.000, -0.001, 0.000], "e_lumo_ev": [-6.95, -8.13], "charge": 1, "energy_ev": -31519.2254, "orbital_gap_ev": [5.955, 4.776], "spin_multiplicity": 2}

***

# 6
{"formula": "C5H9AgO3", "method": "ωB97M-V/def2-TZVPD", "symbols": ["H", "O", "C", "H", "H", "C", "H", "C", "O", "Ag", "O", "C", "C", "H", "H", "H", "H", "H"], "positions_angstrom": [[4.801580, -1.851728, 0.591242], [2.154053, -0.686536, -0.282951], [3.084392, -1.450469, -0.532459], [2.868339, -2.416448, -1.024067], [5.100363, -1.398752, -1.080083], [4.484510, -1.153583, -0.199861], [4.627073, -0.112923, 0.104948], [-1.750116, -0.036907, -1.287890], [-2.613216, -0.729574, -1.763094], [0.200942, -0.624775, -0.691307], [-1.728599, 0.027967, 0.156861], [-2.724461, 0.626200, 0.987328], [-3.079377, 2.042933, 0.591169], [-2.295328, 0.595112, 1.996480], [-3.603612, -0.029075, 0.927749], [-2.172530, 2.644618, 0.442671], [-3.673472, 2.506023, 1.391032], [-3.680534, 2.047918, -0.327765]], "forces_ev_per_a": [[0.0, 0.2, -0.1], [2.1, -0.3, 0.2], [-0.3, -0.1, 0.0], [0.1, 0.2, 0.1], [-0.1, 0.1, 0.3], [0.3, 0.0, -0.2], [0.0, -0.3, 0.0], [-4.3, -3.0, 2.0], [2.2, 2.2, -0.5], [-0.3, 0.0, -0.5], [1.5, 0.6, -1.6], [-1.3, 0.4, 0.6], [0.1, 0.1, -0.2], [-0.1, -0.1, -0.3], [0.1, 0.1, 0.1], [-0.2, -0.1, 0.1], [0.1, -0.2, -0.2], [0.2, 0.1, 0.2]], "mulliken_spin": [0.000, -0.012, 0.004, -0.001, 0.000, 0.000, 0.000, 0.374, 0.271, 0.224, 0.089, 0.029, 0.000, 0.007, 0.005, 0.003, 0.002, 0.003], "e_lumo_ev": [-4.17, -6.71], "charge": 1, "energy_ev": -15462.3008, "orbital_gap_ev": [10.037, 8.102], "relative_energy_kcal_mol": 10.92, "spin_multiplicity": 2}

***

# 7
{"formula": "C5H9Br2NO", "method": "ωB97M-V/def2-TZVPD", "symbols": ["C", "C", "C", "C", "C", "N", "O", "Br", "Br", "H", "H", "H", "H", "H", "H", "H", "H", "H"], "positions_angstrom": [[-0.500626, -0.417576, -0.510384], [-0.399118, 0.253422, -4.008719], [1.364954, -0.232585, 3.374405], [-0.820020, -0.827386, -2.980099], [0.245697, 0.815690, 3.234075], [-0.411369, -0.272372, -1.689916], [-0.430534, -0.184170, 0.605837], [-1.610156, 0.190913, 3.407549], [0.416263, 1.932167, 4.822013], [-0.196057, -0.203624, -4.999963], [-1.195630, 1.036737, -4.074089], [0.585424, 0.622149, -3.514108], [1.252672, -1.115417, 2.748111], [2.257829, 0.210163, 3.129902], [1.379925, -0.560044, 4.420861], [-1.850291, -1.107935, -3.144741], [-0.220958, -1.739455, -3.285737], [0.131995, 1.599323, 2.465003]], "forces_ev_per_a": [[0.2, 1.1, -2.0], [0.9, 0.1, 0.9], [-2.7, -0.8, 0.1], [1.8, -0.2, -1.3], [-0.8, 0.6, 1.0], [-1.0, -1.6, -2.0], [0.0, -0.4, 3.2], [0.2, -0.6, -0.2], [0.5, 0.7, 0.5], [-0.2, 0.5, 0.6], [1.0, -0.4, 0.0], [-1.7, 0.0, -1.5], [-0.3, 0.1, -0.2], [2.2, 1.2, -0.4], [0.0, 0.1, -0.3], [-0.5, 0.1, 0.8], [-0.5, 0.8, 1.0], [0.8, -1.2, -0.1]], "nbo_charge": [0.861, -0.609, -0.646, -0.222, -0.287, -0.555, -0.522, 0.011, -0.009, 0.211, 0.213, 0.224, 0.230, 0.224, 0.230, 0.204, 0.196, 0.246], "e_lumo_ev": 0.44, "energy_ev": -148952.3290, "orbital_gap_ev": 9.795, "relative_energy_kcal_mol": 14.77}

***

# 8
{"formula": "C5H9Br2P", "method": "ωB97M-V/def2-TZVPD", "symbols": ["C", "C", "C", "C", "C", "P", "Br", "Br", "H", "H", "H", "H", "H", "H", "H", "H", "H"], "positions_angstrom": [[1.318392, 0.750134, 1.667329], [0.855261, 1.195329, 0.467421], [-0.270389, 0.468805, -0.430567], [0.466946, -0.440189, -1.454654], [-1.413277, -0.383269, 0.438760], [-0.852452, 2.043059, -1.459939], [-2.569808, 1.202522, -2.604492], [-1.944069, 3.024073, 0.252135], [2.072220, 1.386321, 2.183969], [1.042465, -0.093309, 2.215050], [1.229804, 2.175558, 0.164664], [-0.301855, -0.951047, -1.968937], [1.213018, 0.112237, -2.160752], [1.074649, -1.186549, -0.893609], [-1.771933, -1.188436, -0.180101], [-2.188482, 0.177302, 0.912359], [-0.912115, -0.833745, 1.241802]], "forces_ev_per_a": [[0.7, 2.8, -1.8], [-1.1, -1.6, 1.5], [0.4, 1.2, 1.0], [1.5, 0.8, 0.7], [2.2, 1.4, -2.1], [-0.2, -1.3, 1.3], [0.1, -0.1, 0.0], [0.1, 0.1, -0.3], [-0.6, -0.5, -0.5], [-0.7, -1.4, 0.4], [0.0, -0.3, -0.3], [-0.5, -0.7, -1.1], [-1.5, -0.8, 1.2], [-0.4, 0.4, -0.4], [-0.4, 0.0, -0.3], [-0.6, 0.8, -0.3], [1.1, -0.7, 1.1]], "nbo_charge": [-0.386, -0.214, -0.310, -0.646, -0.607, 0.686, -0.220, -0.229, 0.202, 0.194, 0.209, 0.217, 0.224, 0.225, 0.213, 0.231, 0.210], "e_lumo_ev": 0.28, "energy_ev": -154704.5536, "orbital_gap_ev": 9.653, "relative_energy_kcal_mol": 0.00}

***

# 9
{"formula": "C5H9BrClN3", "method": "ωB97M-V/def2-TZVPD", "symbols": ["H", "N", "C", "C", "C", "Br", "N", "C", "Cl", "C", "N", "H", "H", "H", "H", "H", "H", "H", "H"], "positions_angstrom": [[2.058093, -0.922909, 2.099235], [2.348882, -0.286582, 1.435347], [1.878914, -0.280726, 0.314189], [2.448864, 0.692252, -0.844917], [0.616072, -1.064385, -0.097185], [0.813891, -2.868842, 0.584390], [-0.490408, -0.322664, 0.458345], [-1.723963, -0.325268, -0.178210], [-2.779450, -1.799533, 0.268684], [-2.541694, 0.899372, 0.230069], [-3.084511, 1.551692, -0.688354], [-3.426466, 2.446540, -0.430471], [1.658030, 1.295675, -1.114696], [3.350025, 1.184864, -0.480197], [2.806266, 0.246244, -1.796624], [0.507956, -0.867199, -1.165247], [-0.537731, -0.345010, 1.498812], [-1.656316, -0.311414, -1.350859], [-2.246447, 1.077899, 1.257692]], "forces_ev_per_a": [[-1.3, -1.7, 1.5], [3.1, 2.2, 0.8], [-0.5, 0.5, -4.0], [1.4, -2.6, 1.5], [0.1, 2.1, 0.3], [-0.3, -0.4, -0.5], [0.6, -0.3, 1.1], [-1.4, -0.2, -2.3], [0.2, 0.1, -0.1], [2.1, -1.2, -0.7], [0.2, -0.5, -0.3], [-0.7, 0.9, 0.6], [-1.5, 1.9, -0.4], [-0.5, 0.4, 0.3], [-0.5, -0.6, 0.7], [0.0, -1.4, -0.2], [0.1, 0.0, -1.2], [0.1, -0.3, 2.4], [-0.9, 1.0, 0.6]], "nbo_charge": [0.353, -0.630, 0.339, -0.673, -0.162, 0.004, -0.630, -0.043, -0.150, 0.131, -0.583, 0.349, 0.215, 0.238, 0.224, 0.228, 0.394, 0.240, 0.156], "e_lumo_ev": 0.68, "energy_ev": -92364.3955, "orbital_gap_ev": 10.304, "relative_energy_kcal_mol": 0.00}

***

# 10
{"formula": "C5H9BrFN2", "method": "ωB97M-V/def2-TZVPD", "symbols": ["N", "C", "C", "C", "C", "Br", "C", "F", "N", "H", "H", "H", "H", "H", "H", "H", "H", "H"], "positions_angstrom": [[-1.518987, -0.762659, -1.183456], [-1.101207, -0.276215, 0.241779], [-0.563648, 1.097737, 0.163002], [0.922241, 1.413386, 0.639492], [1.791120, 0.199271, 0.196594], [3.539906, 0.426064, -0.292100], [1.288673, -1.048259, 0.229575], [1.851780, -2.165004, -0.073324], [-0.096373, -1.221885, 0.649165], [-1.894460, -0.039779, -1.889348], [-2.214586, -1.580436, -1.126011], [-0.515316, -1.003404, -1.595483], [-2.042199, -0.408596, 0.814398], [-1.171222, 1.839199, 0.793974], [-0.428784, 1.497145, -0.759628], [1.141263, 1.636907, 1.753978], [1.228356, 2.267182, 0.013251], [-0.216552, -1.870660, 1.424138]], "forces_ev_per_a": [[1.1, 0.0, -2.4], [0.2, -1.9, 0.7], [0.5, 2.9, 4.5], [0.8, -1.8, 0.4], [-1.1, -0.6, 0.5], [1.0, 0.4, -0.4], [-2.8, 2.9, 1.1], [1.0, -1.1, -0.3], [0.6, -0.4, -0.2], [0.3, -1.1, 1.6], [1.7, 1.2, -0.3], [-2.7, -0.2, 0.7], [0.9, 0.3, 0.0], [0.3, -1.2, -1.2], [-0.7, 0.8, -3.2], [-0.8, -0.4, -1.8], [0.0, -0.2, 0.6], [-0.4, 0.4, -0.3]], "nbo_charge": [-0.744, 0.134, -0.476, -0.407, -0.229, 0.163, 0.479, -0.271, -0.692, 0.451, 0.464, 0.466, 0.241, 0.263, 0.228, 0.254, 0.243, 0.432], "e_lumo_ev": -3.73, "charge": 1, "energy_ev": -81062.7442, "orbital_gap_ev": 8.573, "relative_energy_kcal_mol": 25.30}

***

What is the formula in the eighth record? C5H9Br2P